Here is a molecular structure, C21H21CuI2N2O2S in a non-equilibrium geometry from the Open Molecules 2025 dataset. Energies are from the ωB97M-V functional and the def2-TZVPD basis.

Structure (XYZ):
```
50
Properties=species:S:1:pos:R:3:mulliken_spin:R:1
Cu -0.4946 0.6417 0.0437 0.575
I -7.2596 0.3668 -2.6371 0.008
C -5.2791 -0.0214 -2.0313 0.086
C -4.9755 -1.1735 -1.3168 -0.034
C -3.6806 -1.3622 -0.8991 0.066
I -3.1189 -3.0370 0.2210 0.004
C -2.6242 -0.4668 -1.2181 0.005
O -1.4322 -0.7336 -0.8316 0.236
C -2.9739 0.6833 -1.9896 0.044
C -1.8920 1.6501 -2.3835 0.000
N -1.2584 2.2581 -1.2071 0.003
C -0.0580 3.0195 -1.5365 -0.009
C 1.1038 2.1002 -1.8306 0.017
C 2.0754 2.4682 -2.7529 0.001
C 3.1199 1.5990 -3.0201 0.002
C 3.1522 0.3820 -2.3533 -0.001
C 2.1578 0.0978 -1.4319 0.008
N 1.1634 0.9414 -1.1711 -0.001
C -4.2824 0.9009 -2.3494 -0.042
H -5.7480 -1.8874 -1.0705 -0.001
H -1.1143 1.0961 -2.9187 0.001
H -2.3068 2.4191 -3.0479 0.000
H -1.9317 2.8550 -0.7332 0.002
H -0.2201 3.6829 -2.3989 0.001
H 0.2029 3.6381 -0.6715 0.000
H 2.0075 3.4241 -3.2493 0.000
H 3.8840 1.8677 -3.7363 0.000
H 3.9401 -0.3276 -2.5440 0.000
H 2.1477 -0.8335 -0.8842 0.000
H -4.5355 1.8001 -2.8929 -0.001
C 4.1227 -3.2829 1.9796 0.000
C 2.8453 -2.5259 2.1287 0.000
C 1.6304 -3.1950 2.2389 0.001
C 0.4606 -2.5029 2.4967 -0.001
C 0.5085 -1.1255 2.6339 -0.002
C 1.6946 -0.4291 2.4424 0.000
C 2.8567 -1.1336 2.1936 0.001
S -1.0268 -0.2428 2.9608 0.001
C -0.5129 0.6620 4.4655 0.001
O -1.0182 0.8595 1.9078 0.028
H 3.9363 -4.3407 1.8252 0.000
H 4.7089 -3.1678 2.8902 0.000
H 4.7199 -2.9020 1.1551 0.000
H 1.5990 -4.2668 2.1213 0.000
H -0.4842 -3.0187 2.5859 0.000
H 1.7098 0.6522 2.4829 0.000
H 3.7900 -0.6064 2.0566 0.000
H 0.5017 1.0325 4.3854 0.000
H -0.6091 -0.0076 5.3135 0.000
H -1.2000 1.4930 4.5787 0.001
```

## Properties
Kohn-Sham gap (alpha / beta): 7.6 / 5.4 eV
2S+1: 2
Charge: +1
Energy: -100863.3974 eV

---

Here is a molecular structure, C21H21IrN4O5P in a non-equilibrium geometry from the Open Molecules 2025 dataset. Energies are from the ωB97M-V functional and the def2-TZVPD basis.

Structure (XYZ):
```
53
Properties=species:S:1:pos:R:3:mulliken_spin:R:1
Ir -1.0795 0.1025 0.2926 1.534
O 3.1589 0.6121 5.2222 0.000
C 2.2641 0.4984 4.2753 0.004
C 1.6336 -0.7088 3.9168 -0.004
C 0.7627 -0.7039 2.8530 0.007
N 0.4586 0.3926 2.1677 0.112
C 1.0105 1.5166 2.5432 0.131
C 1.9127 1.6665 3.5545 -0.016
C 0.4756 2.7864 1.6381 0.084
O 1.0617 3.7925 1.8873 0.642
O -0.4117 2.4018 0.8913 0.160
C 0.0426 -1.9393 2.2932 0.031
O 0.3213 -3.0373 2.6880 0.031
O -0.8040 -1.6319 1.3835 0.057
H 3.3716 -0.2129 5.6857 0.001
H 1.8208 -1.6301 4.4520 -0.001
H 2.3517 2.6206 3.8057 -0.001
C 4.4617 -1.4741 -1.0846 0.285
C 4.3225 -0.2381 -1.7226 -0.021
C 3.1010 0.3807 -1.8008 0.200
C 1.9644 -0.2346 -1.2081 0.181
C 2.1212 -1.4688 -0.5361 0.156
C 3.3510 -2.0737 -0.4769 -0.006
N 0.7462 0.3292 -1.2543 0.378
N 0.5034 1.3679 -1.9896 0.417
C -0.6549 1.9824 -1.9265 -0.036
C -0.8630 3.1559 -2.6963 0.206
C -2.0426 3.8416 -2.5818 -0.028
C -3.0248 3.3555 -1.7064 0.184
C -2.7846 2.1902 -1.0013 0.071
N -1.6483 1.5010 -1.0938 0.125
H 5.4196 -1.9718 -1.0704 0.004
H 5.1876 0.2326 -2.1626 0.005
H 2.9669 1.3346 -2.2871 0.009
H 1.2481 -1.9305 -0.1013 0.043
H 3.4652 -3.0219 0.0242 0.002
H -0.0538 3.4908 -3.3228 0.003
H -2.2190 4.7405 -3.1516 0.002
H -3.9539 3.8824 -1.5674 0.004
H -3.5329 1.7992 -0.3199 0.018
C -1.3718 -2.9531 -1.3113 -0.002
P -2.4158 -1.5733 -0.7618 0.039
C -3.2728 -1.0236 -2.2731 -0.001
C -3.6862 -2.2987 0.3094 -0.010
H -1.9895 -3.6446 -1.8844 -0.002
H -0.9575 -3.4734 -0.4508 0.000
H -0.5642 -2.5889 -1.9430 0.000
H -3.7754 -1.8809 -2.7208 0.000
H -2.5562 -0.6238 -2.9870 0.001
H -4.0144 -0.2613 -2.0491 -0.001
H -4.1138 -3.1618 -0.2041 0.000
H -4.4777 -1.5830 0.5227 0.004
H -3.2368 -2.6294 1.2435 0.001
```

## Properties
Kohn-Sham gap (alpha / beta): 7.1 / 5.7 eV
2S+1: 6
Charge: +2
Energy: -50424.3414 eV
ΔE to the lowest compared entry with this formula, charge and spin: 36.1 kcal per mole

---

Here is a molecular structure, C21H21N10O2RhS in a non-equilibrium geometry from the Open Molecules 2025 dataset. Energies are from the ωB97M-V functional and the def2-TZVPD basis.

Structure (XYZ):
```
56
Properties=species:S:1:pos:R:3:mulliken_spin:R:1
Rh 0.4358 0.2621 0.1969 2.693
N 0.6337 -3.1111 3.1200 0.006
C 0.8008 -2.1780 2.1636 -0.001
O 0.5500 -0.9974 2.3460 0.041
C 1.3163 -2.6910 0.8419 -0.082
C 0.5774 -1.9971 -0.2872 0.573
H 0.3391 -2.8522 4.0486 -0.003
H 0.9104 -4.0635 2.9540 0.003
H 1.2031 -3.7835 0.7919 0.039
H 2.3857 -2.4568 0.8032 0.007
H -0.4638 -2.3247 -0.3181 0.006
H 1.0671 -2.2062 -1.2366 -0.010
O -1.4142 0.7388 1.2604 0.147
N -1.7284 1.9829 1.4681 0.012
C -2.3255 2.3326 2.6219 0.003
C -2.7561 3.6124 2.8506 0.001
C -2.5987 4.5733 1.8489 0.002
C -1.9495 4.2242 0.6886 -0.004
C -1.4628 2.9248 0.5138 0.000
S -0.5106 2.4506 -0.8136 0.311
H -2.4408 1.5346 3.3359 -0.002
H -3.2019 3.8638 3.7990 0.000
H -2.9741 5.5741 1.9862 0.000
H -1.7657 4.9348 -0.1006 -0.004
C 3.4522 0.2801 -1.8778 0.001
C 2.1748 0.0686 -2.5935 -0.023
N 0.9790 0.2055 -2.0711 0.081
C 0.0758 -0.0992 -3.0466 -0.017
C 0.7390 -0.4349 -4.1844 0.001
N 2.0772 -0.3414 -3.8858 0.003
C 3.1625 -0.6800 -4.7673 0.002
N 3.1230 0.0840 -5.9751 0.000
N 3.0110 -0.5389 -7.1639 0.000
N 2.9563 0.3002 -8.1026 0.000
C 3.0234 1.5579 -7.5794 0.000
C 3.0220 2.8110 -8.1858 0.000
C 3.1003 3.9061 -7.3601 0.000
C 3.1649 3.7788 -5.9656 0.000
C 3.1921 2.5504 -5.3451 0.000
C 3.1283 1.4360 -6.1720 0.000
H 3.2110 0.6659 -0.8891 0.010
H 4.0964 0.9922 -2.3910 -0.001
H 3.9870 -0.6623 -1.7678 0.000
H -0.9785 -0.0736 -2.8577 -0.001
H 0.3942 -0.7258 -5.1574 0.000
H 3.1000 -1.7337 -5.0726 -0.001
H 4.1043 -0.5175 -4.2319 0.000
H 2.9731 2.8973 -9.2573 0.000
H 3.1073 4.8973 -7.7854 0.000
H 3.2086 4.6722 -5.3610 0.000
H 3.2545 2.4621 -4.2725 0.000
N 2.1405 1.1351 1.0070 0.071
C 2.5372 1.1232 2.1217 0.068
N 3.0796 1.3693 3.2046 0.049
C 3.5061 0.7815 4.2578 -0.009
N 3.9419 0.3439 5.2340 0.028
```

## Properties
Kohn-Sham gap (alpha / beta): 7.9 / 6.6 eV
2S+1: 5
Charge: 0
Energy: -54952.3052 eV
ΔE to the lowest compared entry with this formula, charge and spin: 20.5 kcal per mole

---

Here is 2 unconnected molecules or ions with the total composition C21H21N2O in a non-equilibrium geometry from the Open Molecules 2025 dataset. Energies are from the ωB97M-V functional and the def2-TZVPD basis.

Structure (XYZ):
```
45
Properties=species:S:1:pos:R:3:mulliken_charge:R:1
C -4.6721 -0.9287 2.7647 -0.423
C -4.0185 -2.1222 3.1071 -0.599
C -2.6242 -2.1924 3.0576 -0.407
C -1.8673 -1.0886 2.5803 0.573
C -0.4057 -1.0746 2.4373 -0.235
N 0.2042 0.1155 2.3889 -0.610
C 1.4195 0.3676 1.9578 -0.735
C 2.2378 1.4438 2.2955 0.578
N 3.1868 2.1266 2.4348 -0.588
C 0.3239 -2.3628 2.4198 0.568
C -0.1961 -3.4834 1.7308 -0.402
C 0.4521 -4.7148 1.7850 -0.558
C 1.6509 -4.8489 2.5021 -0.441
C 2.1649 -3.7447 3.1971 -0.499
C 1.5354 -2.5036 3.1227 -0.367
C -2.5281 0.1235 2.3403 -0.588
C -3.9177 0.2104 2.4374 -0.466
H -5.7658 -0.8757 2.7807 0.327
H -4.6040 -2.9889 3.4150 0.353
H -2.1249 -3.0964 3.4123 0.433
H 1.8992 -0.3778 1.2723 0.387
H -1.1308 -3.3846 1.1757 0.501
H 0.0045 -5.5812 1.2925 0.346
H 2.1701 -5.8105 2.5201 0.335
H 3.0774 -3.8532 3.7904 0.343
H 1.9620 -1.6424 3.6372 0.398
H -1.9226 1.0037 2.1187 0.418
H -4.4053 1.1721 2.2784 0.350
C 4.4837 6.0560 -0.3401 -0.560
C 4.7706 5.7891 1.1481 -0.690
C 3.9730 4.6295 1.7515 -0.756
C 2.4757 4.5714 1.3842 0.705
O 1.5759 4.3692 2.1769 -0.589
C 2.2076 4.9179 -0.0901 -0.834
C 2.9791 6.1224 -0.6303 -0.590
H 4.9458 7.0115 -0.6183 0.304
H 4.9636 5.2901 -0.9685 0.332
H 5.8467 5.6049 1.2890 0.308
H 4.5399 6.7065 1.7132 0.331
H 4.3976 3.6553 1.4559 0.396
H 4.0499 4.6431 2.8414 0.395
H 2.4762 4.0165 -0.6613 0.300
H 1.1329 5.0761 -0.2134 0.342
H 2.5812 7.0432 -0.1831 0.320
H 2.8141 6.2055 -1.7125 0.292
```

## Properties
Kohn-Sham gap: 5.4 eV
Charge: -1
Energy: -27145.1996 eV
ΔE to the lowest compared entry with this formula, charge and spin: 0.0 kcal per mole